ORCA calculation (wB97M-V/def2-TZVPD) on a molecular structure, C20H17N4O4RbS in a non-equilibrium geometry.

Properties
Energy above the lowest of the compared OMol25 structures with the same formula, charge and spin ... 0.252 eV
Energy ... -1714.56536 Ha
HOMO-LUMO gap ... 6.95 eV
E_HOMO ... -0.2972 hartree

The geometry in ORCA input format:
```
! RIJCOSX wB97M-V def2-TZVPD def2/J DEFGRID3
* xyz 0 1
Rb -0.135 -0.121 0.138
O -1.483 -3.199 3.192
C -1.410 -2.262 2.395
O -0.421 -1.875 1.697
C -2.707 -1.436 2.216
C -3.833 -1.803 2.947
C -5.002 -1.080 2.803
C -5.019 -0.001 1.928
C -3.858 0.298 1.240
N -2.718 -0.395 1.368
H -3.748 -2.652 3.610
H -5.891 -1.349 3.363
H -5.910 0.596 1.783
H -3.829 1.136 0.551
O 6.160 1.991 -4.691
N 6.511 1.349 -3.720
O 7.666 1.182 -3.393
C 5.450 0.840 -2.812
C 5.797 -0.191 -2.031
C 4.845 -0.804 -1.163
C 5.179 -1.910 -0.359
C 4.222 -2.466 0.439
C 2.933 -1.907 0.422
N 2.599 -0.871 -0.322
C 3.539 -0.314 -1.110
C 3.172 0.835 -1.933
N 1.907 1.301 -1.812
C 1.556 2.343 -2.538
C 2.430 2.994 -3.416
C 3.710 2.534 -3.547
C 4.121 1.412 -2.799
H 6.808 -0.570 -2.077
H 6.190 -2.303 -0.387
H 4.434 -3.318 1.072
H 2.140 -2.324 1.045
H 0.531 2.685 -2.420
H 2.093 3.852 -3.985
H 4.396 3.018 -4.220
C -3.165 2.422 -2.600
S -1.981 2.463 -1.243
C -2.081 4.207 -0.805
H -4.155 2.717 -2.255
H -3.208 1.394 -2.959
H -2.845 3.072 -3.415
H -1.796 4.837 -1.648
H -1.385 4.374 0.017
H -3.087 4.463 -0.473
*
```

And the Löwdin charges, in e, turn out to be: Rb 0.9776; O 0.0036; C -0.6635; O -0.3438; C -0.1873; C -0.0068; C -0.0642; C -0.0756; C -0.1613; N 0.0267; H 0.1140; H 0.1051; H 0.0980; H 0.0632; O 0.0723; N -0.3347; O 0.0888; C -0.0669; C 0.0648; C -0.1314; C 0.0018; C -0.0248; C -0.0982; N 0.0393; C -0.1492; C -0.1366; N 0.0877; C -0.1247; C -0.0319; C 0.0085; C -0.0605; H 0.1340; H 0.1243; H 0.1142; H 0.1103; H 0.0614; H 0.1107; H 0.1046; C -0.3910; S 0.7014; C -0.3924; H 0.0408; H 0.0370; H 0.0389; H 0.0392; H 0.0363; H 0.0403